1.
Molecular formula: C2H3NO2
Method: DFT, ωB97M-V/def2-TZVPD

Geometry as XYZ:
```
8
Properties=species:S:1:pos:R:3:forces:R:3
N -0.410398 -0.696052 0.443272 0.144 -0.052 0.180
C 0.528510 0.052610 0.910536 -0.099 -0.074 0.012
O 0.964025 0.845747 0.002772 0.025 -0.075 0.068
C -0.206333 0.244830 -1.084506 -0.027 -0.098 -0.719
O 0.166113 -0.302194 -2.066853 -0.152 0.283 0.627
H -0.929032 -1.386741 0.969568 0.066 0.096 -0.030
H 0.931674 0.074869 1.925162 -0.063 -0.002 -0.133
H -0.996619 0.992580 -0.963060 0.105 -0.077 -0.004
```
Forces are in eV/Å.

Spin multiplicity   1
ΔE to the lowest compared entry with this formula, charge and spin   175.2 kJ/mol
HOMO   -10.19 eV
DFT total energy   -283.1913 a.u.
LUMO energy   0.84 eV

---

2.
Molecular formula: C2H3NO2
Method: DFT, ωB97M-V/def2-TZVPD

Geometry as XYZ:
```
8
Properties=species:S:1:pos:R:3:forces:R:3
O -0.272852 1.656692 1.393069 -0.201 -1.068 -2.011
C -0.356640 0.922168 0.427166 0.226 -0.637 0.852
N -0.195528 0.759059 -0.922918 0.568 0.403 0.203
C -0.379764 -0.501709 -0.148348 1.022 1.939 0.813
O 0.906782 -1.102579 0.030635 -1.720 -0.897 1.121
H 0.740085 0.911182 -1.354585 -0.998 -0.042 0.267
H -1.299252 -1.074319 -0.326730 0.769 -0.146 -0.207
H 0.857169 -1.570494 0.901710 0.333 0.447 -1.038
```
Forces are in eV/Å.

Spin multiplicity   1
ΔE to the lowest compared entry with this formula, charge and spin   218.6 kJ/mol
HOMO   -9.46 eV
DFT total energy   -283.1747 a.u.
LUMO energy   0.72 eV

---

3.
Molecular formula: C2H3NO2
Method: DFT, ωB97M-V/def2-TZVPD

Geometry as XYZ:
```
8
Properties=species:S:1:pos:R:3:forces:R:3
O 0.048785 1.087725 1.308252 -0.466 -0.613 -1.603
C 0.634461 0.994361 0.234754 2.047 3.473 4.155
C 0.716382 -0.016575 -0.721443 -0.598 -4.259 -2.279
N -0.067230 -1.075699 -0.817574 0.779 2.259 -0.103
O -1.169273 -0.887038 -0.042790 -1.653 -1.864 -0.574
H 1.521922 1.721644 0.176087 -0.930 -0.410 -0.699
H 1.638435 -0.046592 -1.345896 -0.945 -0.054 0.511
H -1.830894 -1.617376 -0.310740 1.767 1.468 0.591
```
Forces are in eV/Å.

Spin multiplicity   1
ΔE to the lowest compared entry with this formula, charge and spin   321.8 kJ/mol
HOMO   -9.79 eV
DFT total energy   -283.1354 a.u.
LUMO energy   -0.63 eV

---

4.
Molecular formula: C2H3NO2
Method: DFT, ωB97M-V/def2-TZVPD

Geometry as XYZ:
```
8
Properties=species:S:1:pos:R:3:forces:R:3
C 1.516624 0.309211 0.130320 -2.397 2.485 -1.371
C 0.330524 -0.244786 -0.149995 0.886 -2.435 1.786
O -0.843678 0.453239 -0.214797 -1.042 0.320 -0.476
N -2.019819 -0.407902 0.142429 -1.095 -0.035 -0.311
O -3.065728 0.075328 -0.067848 2.753 -0.111 0.222
H 2.420784 -0.262436 0.205371 0.165 0.112 0.000
H 1.401348 1.447819 0.040116 1.161 -1.611 0.572
H 0.259942 -1.370476 -0.085598 -0.431 1.274 -0.421
```
Forces are in eV/Å.

Spin multiplicity   1
ΔE to the lowest compared entry with this formula, charge and spin   407.1 kJ/mol
HOMO   -9.61 eV
DFT total energy   -283.1029 a.u.
LUMO energy   -0.49 eV

---

5.
Molecular formula: C2H3NO2
Method: DFT, ωB97M-V/def2-TZVPD

Geometry as XYZ:
```
8
Properties=species:S:1:pos:R:3:forces:R:3
C 0.445767 -0.349151 -2.807859 -2.075 0.633 -1.313
C 0.160431 0.038489 0.210636 0.350 0.251 -0.747
N 1.290645 -0.919018 -1.946295 -0.261 -2.173 2.121
O -0.542421 -0.167102 -3.435860 0.206 -0.582 0.478
O 1.610371 0.249489 -2.644090 2.056 2.353 -0.895
H -0.612937 -0.713494 -0.035787 0.516 0.799 0.325
H 0.928495 -0.200366 0.972274 -0.694 0.225 -0.691
H 0.146019 1.069693 -0.254905 -0.098 -1.506 0.723
```
Forces are in eV/Å.

Spin multiplicity   1
ΔE to the lowest compared entry with this formula, charge and spin   590.7 kJ/mol
HOMO (alpha / beta)   -10.88 / -9.30 eV
DFT total energy   -283.0330 a.u.
LUMO energy (alpha / beta)   -0.23 / -1.52 eV

---

6.
Molecular formula: C2H3NO2
Method: DFT, ωB97M-V/def2-TZVPD

Geometry as XYZ:
```
8
Properties=species:S:1:pos:R:3:forces:R:3
C 1.043899 -0.161011 -0.396625 3.079 -0.290 1.598
C -1.758734 0.543847 0.203162 -4.052 -0.666 3.840
N -0.997255 0.586514 -0.709361 2.762 -0.103 -3.844
O 1.557152 0.791942 0.088144 -0.900 -1.241 -0.863
O 1.902485 -1.453527 -0.512333 -2.064 2.029 0.050
H -2.851072 0.903377 0.186458 1.417 0.154 -0.628
H -1.629101 0.039951 1.159745 0.570 -0.172 0.219
H 2.732629 -1.251090 -0.019189 -0.812 0.288 -0.372
```
Forces are in eV/Å.

Spin multiplicity   1
ΔE to the lowest compared entry with this formula, charge and spin   468.9 kJ/mol
HOMO (alpha / beta)   -9.72 / -9.55 eV
DFT total energy   -283.0794 a.u.
LUMO energy (alpha / beta)   -1.22 / -0.94 eV

---

> The highest DFT total energy belongs to which entry?

number 5

---

> Look up the spin multiplicity of the fifth one.

1

---

> Which of these has the lowest DFT total energy?

number 1